Density functional theory data (the ωB97M-V functional and the def2-TZVPD basis) for a cluster of 9 separate species, C45H57N9O16 in total.

Calculated values
E_LUMO   -4.424 eV
Kohn-Sham gap   4.23 eV
E_HOMO   -8.65 eV

Geometry as XYZ:
```
127
Properties=species:S:1:pos:R:3:forces:R:3:mulliken_charge:R:1
C 2.51757 1.68728 -2.72863 3.2 4.1 0.6 -2.592
C 4.09957 1.40128 -2.95963 -0.9 1.8 -0.9 1.922
C 4.97157 2.71028 -2.53063 -0.2 -1.2 -1.3 -0.766
C 5.47557 2.66228 -1.07963 5.7 -0.2 -2.6 -0.765
C 6.19157 1.25628 -0.85363 -2.8 2.2 -4.6 -1.797
C 5.19557 0.10328 -0.94463 1.0 -1.4 0.1 1.770
N 4.41557 0.15328 -2.25563 -1.6 -4.4 0.2 0.855
O 3.97757 -0.97472 -2.61063 1.4 5.2 0.7 -0.236
C 4.20457 0.03928 0.19237 -2.1 -2.4 2.9 -1.577
C 6.01857 -1.21072 -1.05963 3.4 4.5 -2.3 -1.906
C 4.25957 1.12728 -4.44763 1.9 -3.7 3.6 -2.524
H 1.96057 0.87028 -2.71063 -2.3 -3.8 0.4 1.108
H 2.15057 2.31528 -3.52463 0.3 0.1 -0.8 0.508
H 2.36057 2.36428 -1.87763 0.1 -0.8 0.3 0.315
H 4.20557 3.47528 -2.56863 0.1 0.5 -0.4 0.279
H 5.76457 2.90228 -3.44063 -1.7 -0.5 2.8 0.336
H 4.80957 2.73928 -0.34263 -3.3 0.6 2.4 0.448
H 6.22157 3.57328 -0.91063 -1.4 -2.1 -0.4 0.370
H 6.69957 1.13928 -0.02863 2.0 -0.2 5.1 0.789
H 7.02357 1.18128 -1.54763 -0.3 -0.3 -0.9 0.517
H 4.58557 -0.53472 1.10737 0.6 1.0 -1.3 0.459
H 3.22357 -0.57672 0.20237 1.3 0.8 -1.5 -0.020
H 3.82457 0.94328 0.61137 0.1 1.1 -0.1 0.331
H 6.55857 -1.08772 -2.05563 -0.8 -0.9 0.9 0.424
H 5.62557 -2.09572 -0.90463 -3.1 -4.1 0.0 0.530
H 6.86757 -1.32072 -0.40363 0.3 1.1 0.8 0.433
H 3.79357 1.64428 -5.11163 -3.3 4.1 -3.4 0.588
H 3.99057 0.13928 -4.68363 -1.0 -1.5 0.0 0.535
H 5.23757 1.08128 -4.76463 2.7 0.5 -0.3 0.616
N -0.18843 -0.40072 0.59237 0.1 0.4 -0.5 0.551
O -1.36843 -0.12472 0.48037 -2.2 0.4 0.1 -0.176
O 0.64157 0.48828 0.30637 1.2 -0.3 0.2 -0.499
O 0.12557 -1.54872 0.94637 1.1 -0.4 0.2 -0.519
C 0.76657 -3.18172 -1.89863 -2.9 -3.1 -1.8 -0.128
C -0.52343 -4.00572 -1.62663 2.3 0.5 0.0 0.088
C -1.01843 -5.19772 -2.41863 4.6 1.3 0.8 -0.757
C -0.12643 -5.74472 -3.52363 0.7 5.1 1.4 0.051
C 0.98157 -4.82472 -4.00163 -2.5 0.1 1.9 -0.515
C 1.31157 -3.53272 -3.14663 0.0 -2.9 -1.3 -0.102
N -0.40743 -7.06172 -4.13663 0.1 -1.6 0.4 0.823
O 0.24857 -7.30572 -5.19763 -2.5 0.0 3.1 -0.532
O -1.18243 -7.85972 -3.45663 2.9 2.8 -3.2 -0.507
H 1.13557 -2.38072 -1.15463 -0.8 -1.4 -1.5 0.196
H -0.79943 -3.51872 -0.61563 -1.1 -1.8 -1.6 0.107
H -1.70543 -5.90572 -1.97263 -0.5 0.5 -0.1 0.465
H 1.42357 -5.05772 -5.04663 -0.4 0.6 2.3 0.327
H 2.16157 -2.99072 -3.54663 0.0 0.0 -0.1 0.358
C -0.57043 4.02028 3.64137 -0.4 2.1 0.9 -0.136
C -1.08743 2.86828 3.09437 -5.0 2.9 -5.0 -0.905
C -2.17543 3.03928 2.01237 0.3 2.4 1.1 -0.015
C -2.77943 4.48728 1.53837 5.5 -4.2 5.7 0.182
C -2.17743 5.52228 2.29237 2.2 -2.6 1.7 -0.664
C -1.07543 5.33328 3.41537 -1.9 -2.6 -3.7 -0.743
N -3.62143 4.49728 0.39937 2.3 4.0 -2.7 1.057
O -3.41243 5.40728 -0.46063 -0.3 -0.9 2.1 -0.557
O -4.34843 3.60728 0.18737 -2.2 -2.8 0.2 -0.573
H 0.23857 3.88228 4.37937 -0.4 0.3 -0.4 0.375
H -0.72643 1.95028 3.38737 0.5 -2.1 0.2 0.868
H -2.64743 2.20828 1.46137 0.6 0.2 0.6 0.222
H -2.46943 6.46628 2.02737 -0.5 2.6 -0.3 0.496
H -0.46543 6.10028 3.86937 -0.8 0.7 -0.2 0.367
C -3.16143 -1.32472 4.74137 0.3 -9.4 -3.1 -1.141
C -2.19443 -1.90372 3.61537 -2.4 -3.0 2.4 -0.203
C -2.09143 -3.41672 3.35037 -1.7 1.4 1.8 0.150
C -3.06043 -4.40872 4.05437 -1.0 7.6 0.0 0.058
C -4.09743 -3.84972 4.94637 1.7 2.1 0.0 -0.403
C -4.05943 -2.33772 5.36437 4.4 -2.1 -5.3 -0.662
N -3.02943 -5.78872 3.84437 0.6 -2.2 4.0 0.928
O -3.87243 -6.43172 4.49437 -0.2 0.2 -1.7 -0.592
O -1.97443 -6.28672 3.51737 0.3 -0.1 -1.7 -0.556
H -2.95143 -0.40772 5.09537 0.1 3.2 1.1 0.718
H -1.61843 -1.17272 3.03337 0.1 -0.7 0.2 0.358
H -1.27243 -3.87172 2.68937 -1.5 1.0 0.9 0.393
H -4.86443 -4.52872 5.48037 1.6 1.3 -1.1 0.346
H -4.69443 -2.06872 6.09737 -2.1 0.9 2.4 0.538
C 1.92657 -3.61072 4.75237 -0.6 1.6 -1.9 -0.425
C 1.76257 -2.77472 3.59137 1.0 4.4 2.1 -0.454
C 1.76057 -1.17872 3.80937 -0.7 -3.4 4.4 -0.233
C 1.70157 -0.68872 5.20937 1.8 -6.8 -1.3 0.045
C 2.07457 -1.71172 6.37337 -1.4 1.0 -2.6 -0.465
C 2.10957 -3.13772 6.08537 -1.0 6.6 -3.5 -0.599
N 1.56157 0.65928 5.49837 0.9 4.7 3.4 0.986
O 1.70157 1.56628 4.66437 -0.5 -1.8 -0.4 -0.576
O 1.43957 1.02228 6.72337 -0.1 -1.8 -2.5 -0.604
H 1.90157 -4.69672 4.65037 0.1 0.3 -0.3 0.384
H 1.80957 -2.98672 2.50337 -0.4 -0.6 1.1 0.343
H 1.70457 -0.41772 3.06337 -0.2 -0.1 -0.9 0.682
H 2.23357 -1.14272 7.33837 -0.2 -1.4 -1.1 0.349
H 2.43557 -3.81972 6.72237 1.0 -2.6 3.3 0.569
C -1.16543 3.63028 -2.25863 3.1 4.3 -0.8 -0.359
C -0.86743 4.50428 -3.46963 3.0 0.5 1.5 -0.540
C 0.30457 5.41128 -3.46263 0.0 0.0 1.5 -0.400
C 1.07557 5.64728 -2.03763 -3.9 -4.1 -0.5 0.294
C 0.67957 4.78628 -0.84663 -1.4 1.0 -2.0 -0.903
C -0.50943 3.75528 -1.01363 1.8 0.6 0.1 0.752
N 2.19657 6.57628 -1.92863 1.8 -0.5 0.4 0.892
O 3.24057 6.08728 -1.35363 -2.7 1.8 -1.5 -0.518
O 2.08957 7.70228 -2.42063 0.4 -2.0 0.9 -0.538
H -2.00643 3.06728 -2.42163 -1.7 -1.7 0.2 0.639
H -1.46943 4.36328 -4.43163 1.0 0.2 1.6 0.306
H 0.70557 6.00328 -4.48963 -1.3 -1.6 3.3 0.237
H 1.09657 5.07628 0.22837 -0.8 -1.0 -2.6 0.248
H -0.81043 2.98028 -0.13763 1.0 2.2 -2.1 -0.171
C -4.52143 -2.19072 0.83937 0.8 -6.0 0.5 0.412
O -4.62143 -3.47972 0.70937 0.2 4.1 0.2 -0.759
N -5.45943 -1.34072 0.48637 -1.3 2.1 -0.5 0.240
C -5.16743 0.12028 0.73337 -1.1 -0.4 -0.2 -0.522
C -6.81643 -1.77772 -0.10163 1.3 -0.3 -2.7 -0.848
H -3.58143 -1.84072 1.36437 -1.1 0.4 -0.8 0.068
H -5.80943 0.63328 -0.06163 0.8 0.0 1.8 0.301
H -4.13443 0.42728 0.59537 0.3 -0.7 -0.8 -0.084
H -5.23643 0.36728 1.83737 -1.1 0.0 -1.3 0.248
H -7.63943 -1.88972 0.67337 1.2 0.1 -1.0 0.290
H -6.57643 -2.76972 -0.72663 -0.7 1.9 2.0 0.286
H -7.14443 -1.04572 -1.02063 0.8 -1.3 2.7 0.293
C -3.67743 -1.15872 -3.50363 -1.7 -1.0 -4.1 -0.028
O -4.54243 -1.33272 -4.38463 0.2 0.2 1.8 -0.644
N -2.64843 -0.33672 -3.81663 1.4 -0.3 2.0 0.144
C -1.59643 -0.16872 -2.74663 1.1 -1.2 -3.5 -0.736
C -2.78543 0.81828 -4.69563 -2.3 1.7 0.5 -0.680
H -3.69243 -1.85772 -2.65163 0.6 0.7 0.3 0.487
H -1.06743 -1.08772 -2.47563 -0.4 -0.4 -0.5 0.101
H -1.98343 0.12828 -1.84963 -0.9 1.7 2.2 0.318
H -0.80643 0.42528 -3.23563 -0.4 0.4 0.8 0.331
H -2.03143 0.91928 -5.45963 1.3 0.2 0.6 0.292
H -2.93743 1.68628 -3.93263 0.8 -0.8 -1.9 0.151
H -3.65243 0.93328 -5.43763 0.4 -1.2 1.8 0.315
```
Positions in Å, forces in eV/Å.

---

Density functional theory data (the ωB97M-V functional and the def2-TZVPD basis) for a structure of composition C19H24N2O6P2S2Sn.

Calculated values
E_LUMO   -0.233 eV
Kohn-Sham gap   7.53 eV
E_HOMO   -7.76 eV

Geometry as XYZ:
```
56
Properties=species:S:1:pos:R:3:forces:R:3:mulliken_charge:R:1
Sn -0.70335 1.19555 -1.77289 -0.4 -0.6 0.2 0.772
N -2.84037 1.87808 1.74925 -0.3 -0.4 -0.4 -0.194
C -1.68008 2.79639 1.86135 0.9 0.4 -0.4 0.726
C -1.70548 3.66896 3.08436 0.0 0.2 0.2 -1.833
P -0.19080 1.70653 1.76465 -0.1 -0.8 0.3 0.303
O -0.69350 0.61103 2.90290 -0.2 0.4 -0.6 -0.562
O 1.06763 2.32824 2.16919 0.2 0.4 0.4 -0.792
O -0.29988 0.94568 0.46372 -0.2 0.0 -0.8 0.210
P -1.72954 3.74434 0.26249 -0.5 0.4 -0.3 0.860
O -0.18590 3.85204 -0.13114 -0.1 -0.1 -0.1 -0.413
O -2.40147 5.03923 0.40435 0.0 0.4 0.4 -0.811
O -2.32321 2.69281 -0.66506 0.3 -0.2 -0.2 -0.851
H -2.62033 0.98105 2.20029 -0.3 0.2 0.0 0.242
H -2.89905 1.79693 0.68971 -0.3 -0.3 0.3 0.422
H -3.70377 2.29379 2.10668 0.2 -0.2 0.0 0.364
H -1.87927 3.09289 3.99399 0.0 0.0 0.0 0.441
H -2.45630 4.45397 2.97871 0.0 0.0 0.0 0.443
H -0.72910 4.14460 3.16835 0.0 0.1 0.1 0.410
H 0.06573 0.44874 3.45827 0.3 -0.2 0.5 0.297
H 0.20885 4.66795 0.17894 0.3 0.3 0.0 0.265
C -1.43657 -3.24544 2.80512 0.1 0.0 -0.2 -1.660
C -1.61530 -3.18193 1.28276 -0.1 -0.2 0.0 2.328
C -2.72613 -2.16169 1.00102 0.2 -0.2 0.0 -2.005
C -2.02167 -4.56414 0.75269 -0.1 0.2 0.1 -1.802
C -0.31101 -2.81081 0.59215 0.0 0.1 -0.1 0.084
C 0.87820 -3.47658 0.92533 0.2 0.0 0.0 -0.335
C 2.08483 -3.17170 0.33050 0.0 -0.1 0.1 -1.188
C 2.11149 -2.16250 -0.61870 -0.2 0.3 -0.4 1.215
S 3.44176 -1.49358 -1.50429 -0.4 0.1 0.2 -0.340
C 2.34218 -0.36074 -2.27829 -0.1 -0.7 0.6 0.640
N 1.09917 -0.50526 -1.92019 0.2 0.8 -0.3 -0.383
C 0.93285 -1.50272 -0.99547 0.4 -0.8 0.6 -1.233
C -0.27428 -1.85823 -0.40585 -0.1 0.1 0.0 0.245
C 2.90276 0.57563 -3.21983 0.3 0.6 -0.7 0.836
C 4.10646 0.19934 -3.84157 -0.1 0.0 0.1 -0.779
C 4.77576 1.01939 -4.71490 0.1 0.0 -0.1 -0.864
C 4.23710 2.26402 -5.02352 0.0 -0.1 0.1 -0.541
C 3.05359 2.65017 -4.44197 -0.1 0.0 -0.1 -0.848
C 2.37122 1.84349 -3.52289 -0.2 -0.2 0.4 0.729
H -2.38488 -3.49848 3.27290 -0.1 0.0 0.1 0.512
H -1.10702 -2.28367 3.18953 0.1 0.1 0.1 0.245
H -0.71907 -4.00362 3.10209 0.1 -0.1 0.0 0.330
H -3.60028 -2.39417 1.60440 -0.1 -0.1 0.1 0.541
H -3.03042 -2.16934 -0.04198 0.0 0.1 -0.1 0.341
H -2.37285 -1.16692 1.26417 0.0 0.2 0.0 0.195
H -2.93847 -4.90931 1.22710 -0.1 0.0 0.0 0.448
H -1.24113 -5.29333 0.95918 0.1 -0.1 0.0 0.370
H -2.17160 -4.51710 -0.32440 0.0 -0.1 -0.1 0.392
H 0.86258 -4.26096 1.66576 0.0 -0.1 0.1 0.415
H 2.98881 -3.69015 0.61160 0.1 -0.1 0.0 0.412
H -1.16822 -1.34534 -0.73328 0.0 -0.1 0.1 0.373
H 4.51620 -0.77393 -3.61365 0.1 -0.1 -0.1 0.339
H 5.70618 0.69341 -5.15262 0.1 0.0 -0.1 0.394
H 4.75036 2.92876 -5.70197 0.0 0.1 -0.1 0.378
H 2.62298 3.61211 -4.67206 0.0 0.1 0.0 0.434
S 1.03366 2.67654 -2.72697 0.3 0.3 0.0 -0.517
```
Positions in Å, forces in eV/Å.

---

Density functional theory data (the ωB97M-V functional and the def2-TZVPD basis) for a structure of composition C11H20F6N5O4PtS2.

Calculated values
Total charge   +3
E_LUMO   -12.132 eV
Kohn-Sham gap   8.20 eV
E_HOMO   -20.33 eV

Geometry as XYZ:
```
49
Properties=species:S:1:pos:R:3:forces:R:3:mulliken_charge:R:1
Pt 0.15063 0.21190 0.84342 -0.4 1.2 -0.1 3.947
C -0.55693 2.50283 -1.05960 0.0 0.1 -0.1 -0.716
C -1.47167 2.45578 0.14929 0.0 0.0 0.1 -0.791
N -0.63073 2.00271 1.30905 -0.3 0.3 0.1 -0.808
C 0.43737 2.98592 1.72213 -0.1 0.1 0.3 -0.602
C 1.64162 2.23190 2.24549 0.1 0.0 0.0 -0.667
N 1.90097 1.01231 1.41012 0.5 -0.2 0.2 -0.696
C 2.71304 1.17493 0.14616 0.0 0.0 0.1 -0.904
C 1.91681 1.94170 -0.88178 0.0 0.1 -0.2 -0.517
N 0.49648 1.44212 -0.91882 -0.1 -1.4 0.7 -0.905
H -1.13136 2.34718 -1.97068 0.0 -0.1 0.0 0.504
H -0.04688 3.45924 -1.15863 -0.1 0.0 0.0 0.446
H -1.94580 3.41078 0.38352 0.2 0.1 0.0 0.550
H -2.25382 1.71571 0.02354 -0.1 0.0 0.0 0.363
H -1.25193 1.83437 2.10370 0.0 0.0 0.0 0.555
H 0.64402 3.63868 0.88112 0.1 -0.1 0.0 0.254
H 0.03795 3.61574 2.51868 -0.1 0.0 -0.1 0.541
H 2.53255 2.86080 2.27543 0.0 0.0 -0.1 0.448
H 1.45843 1.87901 3.25970 0.0 0.0 0.0 0.391
H 2.41086 0.34350 1.99242 0.0 0.0 0.0 0.502
H 3.66665 1.64782 0.38737 -0.1 0.1 0.0 0.472
H 2.91365 0.16811 -0.21083 0.0 -0.1 0.0 0.396
H 1.89202 3.00904 -0.67685 0.0 0.0 0.0 0.424
H 2.37713 1.81709 -1.86279 -0.1 0.0 0.0 0.524
H 0.39576 0.70261 -1.61592 0.1 0.2 -0.4 0.519
F -1.86615 -0.16397 -2.80687 0.0 -0.1 0.1 -0.203
C -2.72984 -1.06581 -2.32609 0.0 0.1 -0.3 0.700
F -3.86805 -0.48829 -2.03726 0.0 0.0 0.0 -0.165
F -2.86624 -2.05577 -3.15913 -0.1 0.0 0.0 -0.144
S -2.01565 -1.73320 -0.74596 0.5 0.2 0.5 0.887
O -1.55349 -0.39054 -0.09581 -0.5 -0.8 -0.2 -1.210
O -2.99265 -2.41451 0.00467 0.0 0.0 0.0 -0.495
N -0.78746 -2.60783 -1.24398 -0.5 0.3 0.3 -0.417
S 0.62915 -2.20828 -0.77713 0.5 1.0 -0.6 1.001
O 0.62774 -1.93659 0.72268 0.6 0.7 -0.6 -0.778
O 1.20189 -1.03001 -1.41878 0.0 -0.6 -0.3 -0.782
C 1.77456 -3.61150 -1.35740 -0.1 -0.3 0.5 0.577
F 1.57207 -3.71391 -2.63690 0.0 0.0 0.0 -0.124
F 2.98317 -3.18779 -1.07676 0.0 0.0 0.0 -0.152
F 1.47139 -4.69861 -0.70824 0.0 -0.1 0.0 -0.133
C -2.19526 -1.43403 5.42416 0.1 -0.1 0.0 -1.123
C -0.78698 -1.75920 4.86832 0.0 0.1 -0.1 -0.351
C -0.46742 -1.00178 3.67157 0.0 0.0 0.1 0.498
N -0.21906 -0.36920 2.74168 -0.2 -0.8 0.0 -0.562
H -2.18483 -1.62186 6.49420 0.0 0.0 0.0 0.351
H -2.94002 -2.07772 4.96443 0.0 0.0 0.0 0.345
H -2.47198 -0.39412 5.26373 0.0 0.0 0.1 0.392
H -0.68720 -2.81389 4.59226 0.0 0.0 0.0 0.334
H 0.00788 -1.55004 5.59070 0.0 0.1 0.0 0.325
```
Positions in Å, forces in eV/Å.

---

Density functional theory data (the ωB97M-V functional and the def2-TZVPD basis) for a structure of composition C15H14ClN4O4Ti.

Calculated values
Total charge   +1
E_LUMO (alpha / beta)   -3.647 / -3.644 eV
Kohn-Sham gap (alpha / beta)   5.80 / 5.80 eV
E_HOMO (alpha / beta)   -9.45 / -9.44 eV

Geometry as XYZ:
```
39
Properties=species:S:1:pos:R:3:forces:R:3:mulliken_charge:R:1
Ti 1.47971 -0.23793 0.90908 0.8 0.3 -0.4 0.625
O 4.08622 -1.31793 3.28718 -0.1 0.2 -0.1 -0.535
Cl 3.62099 -0.15798 2.63233 0.5 0.0 0.7 1.832
O 4.35704 1.00752 2.92949 -0.1 -0.2 -0.1 -0.539
O 2.16692 0.05741 2.94561 0.0 -0.1 -0.8 -0.601
O 3.59918 -0.38119 1.15040 -0.6 0.1 0.1 -0.678
C -1.44917 -3.47091 1.48492 -0.1 0.0 0.1 -0.845
C -0.27186 -2.74794 1.29770 -0.1 0.1 0.1 -0.088
N -0.25251 -1.42141 1.19673 -0.3 -0.4 0.1 0.086
C -1.43396 -0.75568 1.29106 0.0 -0.1 -0.1 0.240
C -2.66067 -1.39715 1.47420 0.0 0.0 0.0 0.864
C -2.64440 -2.79700 1.57028 0.0 0.0 0.0 -0.567
C -3.85380 -0.59996 1.56925 0.0 0.0 0.0 -0.956
C -3.79468 0.74605 1.49543 0.0 0.0 0.0 -0.928
C -2.53935 1.42493 1.31558 -0.1 0.0 0.0 0.836
C -2.40733 2.82123 1.25162 -0.1 0.0 0.0 -0.627
C -1.16089 3.37332 1.08973 0.0 0.0 0.1 -0.811
C -0.04948 2.53320 0.98352 0.0 0.1 0.0 -0.211
N -0.13783 1.21216 1.03347 -0.1 0.0 0.2 0.072
C -1.37216 0.66721 1.20586 0.1 0.1 0.0 0.244
H -1.40270 -4.54732 1.56400 0.0 0.0 0.0 0.414
H 0.68098 -3.25859 1.23196 0.0 0.0 -0.1 0.426
H -3.57492 -3.33118 1.71770 0.0 0.0 0.0 0.462
H -4.80280 -1.10086 1.71007 0.0 0.0 0.0 0.412
H -4.69613 1.33970 1.57678 0.0 0.0 0.0 0.416
H -3.28638 3.44783 1.33727 0.0 0.0 0.0 0.458
H -1.02150 4.44380 1.04618 0.0 0.0 0.0 0.414
H 0.94305 2.94883 0.85912 0.0 0.0 0.0 0.464
C 3.31858 0.00589 -4.16951 0.0 0.0 0.0 -0.778
N 1.94134 0.10393 -3.65263 0.0 0.0 0.0 0.014
C 0.78712 0.37644 -4.52400 0.0 0.0 0.0 -0.773
C 1.74415 -0.06121 -2.37974 0.1 0.0 0.0 0.226
N 1.59584 -0.21309 -1.23867 -0.2 0.0 0.3 -0.426
H 3.28518 0.18058 -5.24011 0.0 0.0 0.0 0.280
H 3.72748 -0.98552 -3.98421 0.0 0.0 0.0 0.327
H 3.95519 0.75780 -3.70720 0.0 0.0 0.0 0.324
H 1.15246 0.47458 -5.54121 0.0 0.0 0.0 0.275
H 0.29778 1.30494 -4.23474 0.0 0.0 0.0 0.324
H 0.07332 -0.44449 -4.48450 0.0 0.0 0.0 0.326
```
Positions in Å, forces in eV/Å.